Here is C2H7N3O in the gas phase from the OMol25 dataset. Energies are from wB97M-V/def2-TZVPD.

ORCA input file:
```
! wB97M-V def2-TZVPD RIJCOSX def2/J DEFGRID3
* xyz 0 1
O 0.98839 0.38932 -2.89559
N 0.74585 0.69789 -0.62140
N 0.14118 0.14989 0.54297
N 0.19656 0.31085 -1.97858
C 0.41551 -1.29612 0.55986
C -1.16826 0.75501 0.69844
H -1.13033 1.80250 1.08823
H -1.83061 0.22587 1.42698
H 1.80864 0.95498 -0.56521
H 0.31904 -1.72389 -0.38092
H -0.15720 -1.76956 1.45895
H -1.80108 0.99080 -0.23711
H 1.47231 -1.48754 0.90338
*
```

Values from the calculation:
LUMO level: 0.313 eV
SMILES: CN(C)NN=O
molecular weight: 89.10 g mol⁻¹
energy relative to the best compared isomer or geometry (same formula, charge and spin): 536.19 kJ/mol
F_max: 0.0861 Eh/bohr
E: -8700.720 eV
HOMO-LUMO gap: 9.07 eV